# 1
Here is a structure of composition C57H68CuGeN4O3S2 from the OMol25 dataset. Energies are from wB97M-V/def2-TZVPD.

```
136
Properties=species:S:1:pos:R:3
Cu -0.448 0.499 -0.559
S 0.402 0.521 1.882
C 1.857 -0.224 2.164
N 2.154 -0.808 3.327
C 3.475 -1.406 3.507
C 3.813 -2.178 2.258
N 3.842 -1.216 1.160
C 4.923 -1.392 0.181
C 4.809 -2.711 -0.543
C 5.698 -3.747 -0.288
C 5.583 -4.957 -0.960
C 4.578 -5.135 -1.898
C 3.687 -4.100 -2.159
C 3.798 -2.898 -1.482
C 2.976 -0.196 1.124
S 3.085 1.111 0.122
C 1.279 -0.750 4.502
C 0.380 -1.948 4.713
C -0.914 -1.733 5.169
C -1.758 -2.800 5.442
C -1.312 -4.101 5.266
C -0.018 -4.326 4.818
C 0.822 -3.257 4.542
H 3.450 -2.041 4.389
H 4.225 -0.626 3.671
H 3.086 -2.974 2.068
H 4.799 -2.632 2.338
H 5.873 -1.336 0.717
H 4.875 -0.555 -0.510
H 6.499 -3.604 0.429
H 6.285 -5.756 -0.758
H 4.495 -6.071 -2.434
H 2.915 -4.231 -2.906
H 3.104 -2.091 -1.682
H 0.673 0.151 4.428
H 1.942 -0.634 5.363
H -1.268 -0.719 5.310
H -2.766 -2.612 5.787
H -1.965 -4.935 5.485
H 0.344 -5.339 4.690
H 1.828 -3.464 4.199
C 1.099 -1.063 -3.796
C 1.669 0.111 -3.022
O 0.693 1.074 -2.592
C -0.029 1.685 -3.687
C 0.789 2.579 -4.598
H 1.884 -1.813 -3.917
H 0.764 -0.786 -4.796
H 0.260 -1.508 -3.262
H 2.431 0.618 -3.622
H 2.143 -0.225 -2.105
H -0.819 2.260 -3.215
H -0.504 0.893 -4.265
H 1.272 3.384 -4.051
H 0.109 3.033 -5.321
H 1.546 2.032 -5.162
C -0.139 4.683 4.303
C -1.123 4.890 3.350
C -0.969 4.373 2.069
C 0.177 3.650 1.741
C 1.167 3.451 2.706
C 1.010 3.966 3.980
Ge 0.459 3.157 -0.105
C 2.193 3.818 -0.668
C 2.657 4.927 0.040
C 3.835 5.557 -0.341
C 4.564 5.078 -1.417
C 4.113 3.967 -2.119
C 2.934 3.343 -1.747
C -0.981 3.763 -1.246
C -2.311 3.363 -1.122
C -3.294 3.980 -1.879
C -2.954 4.995 -2.765
C -1.632 5.399 -2.892
C -0.641 4.783 -2.140
H -0.261 5.084 5.301
H -2.012 5.453 3.598
H -1.743 4.539 1.330
H 2.068 2.904 2.449
H 1.782 3.817 4.724
H 2.102 5.317 0.884
H 4.181 6.422 0.209
H 5.485 5.565 -1.708
H 4.682 3.586 -2.957
H 2.596 2.472 -2.285
H -2.584 2.556 -0.460
H -4.322 3.654 -1.783
H -3.721 5.472 -3.361
H -1.368 6.192 -3.580
H 0.389 5.103 -2.248
N 0.355 -1.466 -0.589
C 0.141 -2.600 -0.486
N -0.122 -3.874 -0.362
C -0.433 -4.423 0.965
C -1.922 -4.715 1.051
O -2.324 -5.554 -0.015
C -2.127 -4.924 -1.266
C -0.650 -4.646 -1.496
H -0.132 -3.706 1.727
H 0.142 -5.345 1.089
H -2.486 -3.773 1.027
H -2.152 -5.239 1.976
H -2.691 -3.983 -1.306
H -2.510 -5.599 -2.030
H -0.493 -4.085 -2.416
H -0.092 -5.583 -1.546
C -3.487 1.088 -3.921
C -3.967 -0.196 -3.251
C -2.921 -1.310 -3.309
C -4.478 0.100 -1.857
C -5.855 0.204 -1.701
C -6.443 0.450 -0.473
C -5.621 0.529 0.636
C -4.238 0.421 0.538
C -3.445 0.363 1.827
C -2.560 1.584 2.062
C -2.673 -0.955 1.926
C -3.625 0.279 -0.734
O -2.306 0.252 -0.862
H -4.314 1.791 -4.040
H -3.060 0.894 -4.909
H -2.737 1.561 -3.293
H -4.832 -0.553 -3.818
H -2.010 -1.014 -2.791
H -2.685 -1.552 -4.349
H -3.308 -2.212 -2.829
H -6.482 0.078 -2.578
H -7.517 0.541 -0.377
H -6.059 0.655 1.621
H -4.182 0.358 2.636
H -1.790 1.662 1.294
H -2.059 1.536 3.032
H -3.154 2.500 2.030
H -1.997 -1.075 1.078
H -3.369 -1.797 1.928
H -2.083 -0.994 2.842
```

Properties
Multiplicity   1
DFT total energy   -7171.097024 Eh
Maximum force   0.69 eV Å⁻¹
LUMO energy   -3.8 eV
Net charge   +1

Results of the Mulliken charge analysis, in e, for atoms 1 through 5: Cu -0.03; S 1.08; C -0.98; N 0.49; C -1.12

***

# 2
Here is an isolated molecule of C29H29FN2O5 at a distorted geometry from the OMol25 dataset. Energies are from wB97M-V/def2-TZVPD.

```
66
Properties=species:S:1:pos:R:3
C 0.620 -3.914 -0.491
C 0.029 -2.539 0.048
O 0.924 -1.418 -0.118
C 2.209 -1.793 0.355
C 3.079 -0.540 0.841
C 2.706 0.779 0.117
C 1.514 1.567 0.456
C 1.313 2.819 -0.294
C 2.225 3.296 -1.331
C 3.397 2.513 -1.649
F 4.320 2.921 -2.585
C 3.635 1.250 -0.928
C 4.923 0.490 -1.320
C 6.234 1.035 -0.973
C 7.318 0.182 -1.454
C 7.014 -1.031 -2.170
N 5.811 -1.603 -2.481
C 4.833 -0.770 -2.015
C 0.109 3.735 0.025
O 0.192 4.922 -0.217
C -1.129 3.089 0.667
C -2.396 3.769 0.502
C -3.583 3.176 1.106
C -3.426 1.927 1.840
N -4.619 1.340 2.423
C -2.128 1.218 2.007
C -2.182 -0.114 2.805
C -2.636 -1.382 1.968
C -3.250 -1.073 0.557
C -3.929 -2.425 0.050
O -5.039 -2.122 -0.849
C -4.591 -1.415 -1.955
C -5.312 -0.178 -2.565
O -3.580 -1.800 -2.504
C -0.935 1.830 1.419
C 0.479 1.184 1.581
O 0.813 0.478 2.501
H 1.352 -3.777 -1.329
H 1.224 -4.354 0.357
H -0.179 -4.662 -0.712
H -0.907 -2.309 -0.514
H -0.115 -2.666 1.154
H 2.836 -2.306 -0.432
H 2.175 -2.483 1.252
H 4.147 -0.859 0.664
H 3.001 -0.421 1.957
H 2.070 4.258 -1.863
H 6.405 1.985 -0.427
H 8.378 0.469 -1.270
H 7.903 -1.614 -2.539
H 3.787 -1.137 -2.213
H -2.477 4.707 -0.091
H -4.590 3.642 1.006
H -5.453 1.860 2.153
H -4.532 1.419 3.443
H -2.967 0.031 3.602
H -1.245 -0.375 3.348
H -3.449 -1.897 2.559
H -1.821 -2.149 1.878
H -4.072 -0.315 0.559
H -2.489 -0.756 -0.210
H -3.195 -3.138 -0.399
H -4.418 -2.933 0.929
H -5.745 -0.507 -3.549
H -4.516 0.588 -2.779
H -6.070 0.302 -1.901
```

Properties
Multiplicity   1
DFT total energy   -1707.927221 Eh
Maximum force   4.12 eV Å⁻¹
Structure (SMILES)   CCOCCc1c2c(cc(F)c1-c1cccnc1)C(=O)c1ccc(N)c(CCCCOC(C)=O)c1C2=O
ΔE to the lowest compared entry with this formula, charge and spin   326.01 kJ/mol
LUMO energy   -0.8 eV

Results of the Mulliken charge analysis, in e, for atoms 1 through 5: C -1.23; C 0.15; O -0.20; C -0.62; C -1.07